[1]
# C5H11NO2

C5H11NO2 in the gas phase (ωB97M-V/def2-TZVPD, the OMol25 dataset).

energy relative to the best compared isomer or geometry (same formula, charge and spin) = 6.005 eV
orbital gap (alpha / beta) = 8.48 / 6.63 eV
LUMO level (alpha / beta) = -0.07 / -0.80 eV
E_HOMO (alpha / beta) = -8.6 / -7.4 eV

ORCA input file:
```
! RIJCOSX wB97M-V def2-TZVPD def2/J DEFGRID3
* xyz 0 1
C -0.386 -0.751 0.474
C 1.716 1.147 -0.906
C -0.260 -1.534 -0.775
C -0.329 -1.433 1.788
C -0.454 0.678 0.440
O 1.234 0.903 0.384
O -1.578 2.417 -0.398
N -1.205 1.072 -0.616
H -2.202 2.584 -1.114
H -0.620 1.190 1.387
H 0.919 1.030 -1.661
H 2.546 0.470 -1.149
H 2.076 2.181 -0.999
H 0.809 -1.684 -0.979
H -1.048 -0.992 2.484
H -0.679 -0.991 -1.621
H -0.711 -2.523 -0.676
H 0.663 -1.256 2.221
H -0.490 -2.508 1.716
*
```

=====

[2]
# C4H7FOS2

C4H7FOS2 in the gas phase (ωB97M-V/def2-TZVPD, the OMol25 dataset).

energy relative to the best compared isomer or geometry (same formula, charge and spin) = 1.371 eV
orbital gap = 8.83 eV
LUMO level = -0.12 eV
SMILES = FC[C@@H](CS)OC=S
E_HOMO = -8.9 eV

ORCA input file:
```
! RIJCOSX wB97M-V def2-TZVPD def2/J DEFGRID3
* xyz 0 1
C -2.055 0.456 -0.399
C -0.661 0.575 0.134
C -0.144 1.885 -0.162
C 1.397 -0.524 0.385
H -1.473 -1.767 0.042
H -2.654 1.297 0.079
H -1.928 0.627 -1.427
H -0.775 0.492 1.206
H -0.174 1.796 -1.262
H -0.833 2.676 0.127
H 1.076 -0.561 1.674
O 0.286 -0.377 -0.378
F 1.121 2.126 0.307
S -2.738 -1.121 0.151
S 2.936 -1.068 -0.146
*
```

=====

For the records above, the corresponding calculated total energy values read -402.15748; -1127.99577 a.u..